{"formula": "C28H56Cl16O9", "method": "wB97M-V/def2-TZVPD", "relative_energy_kcal_mol": 11.5, "e_tot_ev": -248731.5694, "smiles": "CCOC(=O)OC.CCOC(=O)OC.CCOC(=O)OC.ClCCCl.ClCCCl.ClCCCl.ClCCCl.ClCCCl.ClCCCl.ClCCCl.ClCCCl", "symbols": ["C", "C", "O", "C", "O", "O", "C", "H", "H", "H", "H", "H", "H", "H", "H", "C", "C", "O", "C", "O", "O", "C", "H", "H", "H", "H", "H", "H", "H", "H", "C", "C", "O", "C", "O", "O", "C", "H", "H", "H", "H", "H", "H", "H", "H", "Cl", "C", "C", "Cl", "H", "H", "H", "H", "Cl", "C", "C", "Cl", "H", "H", "H", "H", "Cl", "C", "C", "Cl", "H", "H", "H", "H", "Cl", "C", "C", "Cl", "H", "H", "H", "H", "Cl", "C", "C", "Cl", "H", "H", "H", "H", "Cl", "C", "C", "Cl", "H", "H", "H", "H", "Cl", "C", "C", "Cl", "H", "H", "H", "H", "Cl", "C", "C", "Cl", "H", "H", "H", "H"], "positions_angstrom": [[4.549, -1.117, 4.186], [4.552, 0.398, 4.254], [3.438, 0.839, 5.060], [3.198, 2.145, 5.096], [3.749, 2.963, 4.379], [2.149, 2.338, 5.914], [1.969, 3.756, 6.123], [3.621, -1.489, 3.760], [4.782, -1.564, 5.103], [5.398, -1.403, 3.522], [4.423, 0.829, 3.268], [5.380, 0.793, 4.707], [2.231, 4.270, 5.153], [2.636, 4.150, 6.842], [0.933, 3.899, 6.460], [-0.317, -0.184, -3.731], [0.759, -0.265, -4.742], [1.748, 0.717, -4.511], [3.007, 0.308, -4.336], [3.346, -0.894, -4.308], [3.764, 1.362, -4.170], [5.165, 1.166, -3.784], [-1.271, -0.675, -3.938], [-0.587, 0.872, -3.511], [0.111, -0.586, -2.816], [0.482, 0.036, -5.785], [1.239, -1.213, -4.765], [5.707, 1.837, -4.423], [5.517, 0.125, -4.093], [5.183, 1.372, -2.734], [-0.324, 1.259, 3.540], [0.462, 0.480, 2.489], [-0.307, 0.325, 1.259], [-0.778, -0.979, 1.033], [-0.510, -1.922, 1.726], [-1.484, -0.942, -0.040], [-2.205, -2.246, -0.354], [-0.897, 1.970, 3.023], [0.443, 1.661, 4.197], [-1.015, 0.695, 4.117], [0.762, -0.474, 2.822], [1.247, 1.148, 2.131], [-1.634, -3.116, -0.352], [-2.656, -2.046, -1.308], [-3.037, -2.292, 0.385], [-3.440, 1.764, -4.630], [-2.974, 3.525, -4.710], [-1.702, 3.685, -5.520], [-2.116, 3.884, -7.291], [-2.966, 3.854, -3.696], [-3.763, 4.010, -5.354], [-1.124, 2.777, -5.457], [-1.115, 4.472, -5.159], [-2.306, 5.505, -0.405], [-1.309, 4.411, 0.518], [-0.052, 5.098, 1.088], [0.709, 4.064, 2.179], [-1.018, 3.559, -0.074], [-1.929, 4.045, 1.298], [-0.312, 6.001, 1.499], [0.695, 5.308, 0.336], [-5.125, -0.526, -0.239], [-4.450, 0.106, 1.337], [-5.066, 1.388, 1.791], [-4.396, 2.764, 0.873], [-3.398, 0.356, 1.318], [-4.557, -0.635, 2.149], [-4.797, 1.601, 2.802], [-6.121, 1.386, 1.587], [-3.845, -3.542, 2.487], [-3.516, -3.755, 4.200], [-2.548, -2.617, 4.690], [-3.197, -0.924, 4.634], [-2.958, -4.694, 4.346], [-4.475, -3.955, 4.693], [-1.693, -2.568, 4.015], [-2.317, -2.823, 5.706], [1.960, -3.818, 4.310], [1.636, -4.050, 2.547], [2.352, -5.373, 2.110], [1.579, -6.744, 2.820], [2.121, -3.211, 2.080], [0.627, -4.061, 2.205], [3.433, -5.318, 2.370], [2.271, -5.395, 1.009], [-2.498, -3.093, -4.072], [-3.913, -2.057, -4.168], [-5.037, -2.696, -4.926], [-5.836, -4.017, -3.995], [-3.616, -1.150, -4.708], [-4.193, -1.846, -3.160], [-4.750, -3.063, -5.872], [-5.857, -2.015, -5.088], [3.910, -3.045, -0.816], [3.521, -3.510, -2.463], [2.100, -3.245, -2.752], [0.895, -4.254, -1.938], [3.834, -4.523, -2.685], [3.995, -2.735, -3.116], [1.873, -3.371, -3.851], [1.925, -2.176, -2.543], [2.223, 0.644, -0.788], [0.975, 1.841, -0.851], [1.477, 2.848, -1.840], [0.256, 4.010, -2.431], [0.804, 2.391, 0.046], [-0.004, 1.392, -1.153], [1.909, 2.402, -2.765], [2.280, 3.407, -1.373]]}

---

{"formula": "C28H56Cl2N7O5", "method": "wB97M-V/def2-TZVPD", "e_tot_ev": -75651.8395, "total_charge": 1, "symbols": ["C", "C", "C", "C", "C", "N", "C", "C", "C", "C", "N", "C", "C", "Cl", "C", "C", "Cl", "H", "H", "H", "H", "H", "H", "H", "H", "H", "H", "H", "H", "H", "H", "H", "H", "H", "H", "H", "H", "H", "C", "C", "O", "N", "C", "H", "H", "H", "H", "H", "H", "H", "C", "C", "O", "N", "C", "H", "H", "H", "H", "H", "H", "H", "C", "C", "O", "N", "C", "H", "H", "H", "H", "H", "H", "H", "C", "C", "O", "N", "C", "H", "H", "H", "H", "H", "H", "H", "C", "C", "O", "N", "C", "H", "H", "H", "H", "H", "H", "H"], "positions_angstrom": [[-1.189, 1.312, 1.549], [-0.828, 0.167, 2.583], [-0.525, -1.219, 1.867], [0.878, -1.122, 1.148], [1.965, -1.101, 2.322], [1.163, -2.297, 0.214], [0.421, -3.531, 0.588], [1.063, -4.459, 1.539], [0.335, -5.682, 1.860], [-0.964, -5.868, 1.218], [-1.591, -5.023, 0.359], [-0.879, -3.908, 0.061], [1.072, -1.953, -1.245], [-0.329, -0.921, -1.693], [2.434, -1.263, -1.669], [2.259, -0.629, -3.125], [3.805, -2.451, -1.805], [-1.550, 2.237, 2.077], [-1.995, 0.888, 0.888], [-0.286, 1.635, 0.950], [0.047, 0.548, 3.177], [-1.667, 0.053, 3.327], [-0.524, -1.984, 2.692], [-1.352, -1.373, 1.128], [0.962, -0.127, 0.651], [2.983, -1.421, 1.980], [1.596, -1.612, 3.243], [2.062, 0.004, 2.597], [2.158, -2.533, 0.385], [2.063, -4.249, 1.982], [0.721, -6.474, 2.540], [-1.511, -6.813, 1.473], [-1.358, -3.188, -0.653], [1.023, -2.917, -1.823], [2.684, -0.462, -0.928], [3.288, -0.407, -3.521], [1.711, 0.341, -3.098], [1.784, -1.417, -3.759], [-4.117, 2.438, 5.159], [-4.514, 1.420, 4.124], [-3.925, 1.323, 3.054], [-5.559, 0.597, 4.405], [-6.374, 0.560, 5.604], [-3.268, 3.016, 4.786], [-4.945, 3.123, 5.353], [-3.818, 1.937, 6.083], [-5.767, -0.057, 3.666], [-6.293, -0.434, 6.049], [-7.413, 0.740, 5.324], [-6.063, 1.304, 6.332], [-0.691, 6.003, 5.537], [-0.865, 4.681, 4.837], [-1.923, 4.357, 4.310], [0.199, 3.837, 4.803], [1.522, 4.036, 5.363], [-1.622, 6.564, 5.482], [-0.445, 5.844, 6.589], [0.093, 6.587, 5.052], [0.011, 2.971, 4.319], [2.254, 3.975, 4.556], [1.719, 3.238, 6.081], [1.614, 4.998, 5.860], [-1.922, -1.869, -4.957], [-2.295, -2.882, -6.009], [-1.697, -2.951, -7.072], [-3.326, -3.727, -5.745], [-4.147, -3.795, -4.552], [-1.086, -1.268, -5.314], [-2.766, -1.204, -4.761], [-1.617, -2.373, -4.037], [-3.517, -4.375, -6.495], [-4.052, -4.793, -4.120], [-5.188, -3.630, -4.836], [-3.856, -3.054, -3.812], [0.451, -0.278, -7.948], [1.725, 0.267, -7.356], [1.742, 1.265, -6.646], [2.883, -0.391, -7.633], [3.067, -1.580, -8.445], [-0.386, 0.347, -7.642], [0.508, -0.269, -9.038], [0.274, -1.293, -7.587], [3.696, 0.026, -7.206], [3.515, -2.358, -7.825], [3.749, -1.340, -9.263], [2.129, -1.944, -8.855], [4.718, 3.934, 2.412], [3.747, 2.856, 2.009], [3.113, 2.209, 2.835], [3.586, 2.614, 0.681], [4.239, 3.269, -0.438], [4.739, 4.011, 3.497], [5.722, 3.686, 2.064], [4.405, 4.896, 2.003], [2.921, 1.882, 0.485], [3.474, 3.718, -1.073], [4.781, 2.516, -1.013], [4.933, 4.039, -0.113]]}

---

{"formula": "C28H56Cl2NiO17", "method": "wB97M-V/def2-TZVPD", "e_tot_ev": -130839.1628, "spin_multiplicity": 3, "symbols": ["Ni", "Cl", "Cl", "C", "C", "O", "C", "O", "O", "C", "H", "H", "H", "H", "H", "H", "H", "H", "C", "C", "O", "C", "O", "O", "C", "H", "H", "H", "H", "H", "H", "H", "H", "C", "C", "O", "C", "O", "O", "C", "H", "H", "H", "H", "H", "H", "H", "H", "C", "C", "O", "C", "O", "O", "C", "H", "H", "H", "H", "H", "H", "H", "H", "C", "C", "O", "C", "O", "O", "C", "H", "H", "H", "H", "H", "H", "H", "H", "C", "C", "C", "O", "C", "H", "H", "H", "H", "H", "H", "H", "H", "C", "C", "C", "O", "C", "H", "H", "H", "H", "H", "H", "H", "H"], "positions_angstrom": [[14.847, -1.376, -25.352], [13.324, 0.269, -26.428], [16.315, -2.886, -24.071], [17.994, 0.123, -20.745], [16.969, -0.351, -21.809], [16.315, 0.885, -22.093], [15.680, 1.115, -23.236], [15.520, 0.339, -24.099], [15.309, 2.393, -23.260], [14.463, 2.962, -24.264], [17.510, 0.750, -19.996], [18.703, 0.830, -21.177], [18.486, -0.714, -20.250], [16.313, -1.065, -21.311], [17.476, -0.860, -22.629], [14.595, 4.019, -24.035], [13.453, 2.556, -24.195], [14.899, 2.614, -25.201], [19.995, -1.643, -26.436], [19.219, -0.778, -25.419], [18.708, 0.239, -26.150], [17.442, 0.296, -26.762], [16.536, -0.540, -26.475], [17.365, 1.408, -27.498], [16.169, 1.701, -28.289], [20.242, -2.654, -26.111], [20.924, -1.193, -26.787], [19.308, -1.874, -27.250], [19.881, -0.435, -24.625], [18.441, -1.370, -24.937], [15.924, 0.803, -28.856], [16.355, 2.457, -29.052], [15.455, 2.110, -27.574], [12.916, -3.726, -21.241], [12.481, -2.258, -21.542], [11.488, -2.230, -22.537], [11.831, -2.279, -23.888], [13.000, -2.136, -24.262], [10.748, -2.363, -24.653], [10.952, -2.430, -26.082], [12.108, -4.291, -20.776], [13.624, -3.681, -20.414], [13.388, -4.123, -22.140], [13.408, -1.723, -21.745], [12.111, -1.857, -20.598], [11.303, -1.444, -26.389], [9.985, -2.647, -26.534], [11.717, -3.162, -26.341], [17.749, -5.316, -28.110], [16.683, -4.679, -27.184], [15.566, -4.489, -27.969], [14.698, -3.464, -27.896], [14.762, -2.660, -26.978], [13.886, -3.501, -28.940], [12.886, -2.453, -29.147], [17.875, -4.760, -29.039], [17.433, -6.301, -28.454], [18.676, -5.463, -27.557], [16.920, -3.696, -26.777], [16.406, -5.360, -26.379], [13.381, -1.501, -29.341], [12.141, -2.145, -28.412], [12.356, -2.601, -30.088], [11.987, 2.924, -21.956], [12.463, 1.709, -21.275], [13.179, 1.950, -20.045], [13.736, 0.887, -19.338], [13.577, -0.299, -19.465], [14.798, 1.403, -18.612], [15.643, 0.616, -17.843], [11.499, 3.497, -21.168], [11.200, 2.664, -22.664], [12.701, 3.645, -22.353], [13.077, 1.085, -21.924], [11.617, 1.096, -20.964], [16.218, -0.060, -18.476], [15.156, 0.050, -17.049], [16.518, 1.188, -17.533], [12.608, -7.574, -25.890], [13.926, -7.011, -25.375], [13.595, -5.719, -24.629], [12.463, -5.237, -25.424], [11.609, -6.342, -25.846], [12.300, -8.406, -25.258], [12.718, -7.978, -26.897], [14.664, -6.906, -26.171], [14.407, -7.635, -24.622], [14.427, -5.018, -24.696], [13.307, -5.915, -23.596], [11.108, -6.021, -26.759], [10.799, -6.390, -25.118], [17.185, -0.899, -31.022], [17.579, -1.875, -29.967], [18.583, -2.768, -30.695], [18.839, -2.159, -31.933], [17.742, -1.364, -32.319], [17.515, 0.072, -30.653], [16.101, -0.864, -31.136], [16.732, -2.409, -29.537], [18.064, -1.398, -29.115], [18.113, -3.709, -30.981], [19.486, -3.031, -30.145], [16.918, -1.893, -32.799], [17.994, -0.551, -33.000]]}

---

{"formula": "C28H56Cl38NO3", "method": "wB97M-V/def2-TZVPD", "relative_energy_kcal_mol": 35.7, "e_tot_ev": -513421.8162, "total_charge": 1, "symbols": ["C", "C", "O", "O", "C", "C", "C", "C", "C", "O", "C", "C", "N", "H", "H", "H", "H", "H", "H", "H", "H", "H", "H", "H", "H", "H", "H", "H", "H", "H", "H", "C", "Cl", "Cl", "H", "H", "C", "Cl", "Cl", "H", "H", "C", "Cl", "Cl", "H", "H", "C", "Cl", "Cl", "H", "H", "C", "Cl", "Cl", "H", "H", "C", "Cl", "Cl", "H", "H", "C", "Cl", "Cl", "H", "H", "C", "Cl", "Cl", "H", "H", "C", "Cl", "Cl", "H", "H", "C", "Cl", "Cl", "H", "H", "C", "Cl", "Cl", "H", "H", "C", "Cl", "Cl", "H", "H", "C", "Cl", "Cl", "H", "H", "C", "Cl", "Cl", "H", "H", "C", "Cl", "Cl", "H", "H", "C", "Cl", "Cl", "H", "H", "C", "Cl", "Cl", "H", "H", "C", "Cl", "Cl", "H", "H", "C", "Cl", "Cl", "H", "H"], "positions_angstrom": [[-1.086, 4.925, 0.578], [-0.170, 3.967, 1.490], [-0.491, 3.875, 2.685], [0.886, 3.284, 0.865], [1.291, 2.092, 1.590], [0.165, 0.977, 1.720], [-0.267, 0.305, 0.337], [-0.919, 1.322, -0.705], [0.153, 1.604, -1.881], [-0.441, 2.055, -3.121], [-1.715, 2.703, -2.932], [-2.795, 1.844, -2.127], [-2.114, 0.707, -1.425], [-0.517, 5.813, 0.163], [-1.582, 4.340, -0.274], [-1.951, 5.321, 1.216], [2.270, 1.720, 1.137], [1.561, 2.413, 2.660], [-0.723, 1.351, 2.342], [0.624, 0.133, 2.350], [-1.075, -0.475, 0.582], [0.609, -0.302, -0.088], [-1.296, 2.276, -0.225], [0.632, 0.584, -2.112], [0.972, 2.274, -1.471], [-1.567, 3.759, -2.503], [-2.149, 2.863, -3.983], [-3.681, 1.490, -2.749], [-3.228, 2.519, -1.313], [-1.726, 0.001, -2.086], [-2.784, 0.262, -0.783], [1.727, -2.783, 4.098], [2.809, -1.385, 4.129], [0.782, -2.826, 2.602], [2.321, -3.692, 4.166], [1.046, -2.722, 4.944], [-3.615, -2.298, -3.815], [-1.986, -1.617, -3.936], [-4.824, -1.028, -3.588], [-3.839, -2.841, -4.731], [-3.650, -2.976, -2.965], [0.077, 4.702, -5.326], [-1.477, 5.060, -6.091], [0.933, 6.186, -4.887], [-0.099, 4.117, -4.427], [0.692, 4.132, -6.022], [3.342, 2.467, -4.799], [4.453, 3.837, -4.706], [2.424, 2.484, -6.310], [3.914, 1.542, -4.745], [2.645, 2.519, -3.963], [2.944, -4.298, -0.554], [3.150, -5.215, 0.942], [2.799, -2.565, -0.229], [3.808, -4.467, -1.194], [2.040, -4.640, -1.056], [-1.892, -2.018, 4.859], [-1.228, -2.635, 6.375], [-1.395, -0.344, 4.577], [-1.533, -2.636, 4.038], [-2.979, -2.061, 4.906], [0.453, 7.936, -1.960], [1.111, 8.460, -0.406], [-1.299, 7.713, -1.871], [0.675, 8.691, -2.712], [0.916, 6.991, -2.239], [-5.172, 5.158, -0.641], [-3.662, 6.011, -0.981], [-5.190, 4.523, 1.009], [-6.004, 5.849, -0.764], [-5.275, 4.329, -1.340], [-1.855, -4.859, 0.171], [-0.768, -3.465, 0.213], [-2.794, -4.883, -1.326], [-1.263, -5.773, 0.237], [-2.539, -4.800, 1.016], [7.253, 0.732, -4.624], [5.682, 0.146, -4.063], [7.089, 1.669, -6.112], [7.690, 1.363, -3.854], [7.901, -0.122, -4.814], [2.306, 6.339, -8.461], [3.417, 7.710, -8.379], [1.377, 6.354, -9.965], [2.880, 5.415, -8.410], [1.617, 6.392, -7.621], [1.715, -0.826, -7.936], [0.563, -0.471, -6.642], [3.338, -1.092, -7.290], [1.392, -1.723, -8.461], [1.742, 0.016, -8.625], [-1.120, 1.592, 7.563], [-2.267, 1.962, 8.856], [0.512, 1.361, 8.201], [-1.436, 0.679, 7.061], [-1.109, 2.418, 6.853], [-0.941, -9.023, 0.477], [-2.505, -8.702, -0.280], [-0.105, -7.515, 0.880], [-1.101, -9.595, 1.391], [-0.324, -9.595, -0.213], [6.613, -2.006, -0.901], [7.113, -3.395, 0.070], [7.818, -1.617, -2.135], [5.669, -2.240, -1.392], [6.486, -1.146, -0.248], [-4.199, 8.505, 1.463], [-5.752, 8.790, 0.666], [-3.379, 10.026, 1.829], [-4.372, 7.964, 2.392], [-3.568, 7.913, 0.804], [-4.025, -11.721, 2.099], [-2.287, -11.574, 1.801], [-4.959, -11.343, 0.648], [-4.245, -12.742, 2.405], [-4.306, -11.029, 2.891], [-1.179, -6.315, 8.529], [-0.094, -4.918, 8.561], [-2.117, -6.362, 7.032], [-0.586, -7.224, 8.604], [-1.863, -6.249, 9.373], [1.963, -5.623, 11.786], [0.958, -6.549, 12.907], [3.626, -6.219, 11.775], [1.548, -5.713, 10.783], [1.963, -4.578, 12.092]]}

---

Values of molecular weight, in order: 1103.995 641.706 794.338 1801.974, all in g mol⁻¹.